1.
Here is C4H11N5 in the gas phase in a non-equilibrium geometry from the OMol25 dataset. Energies are from ωB97M-V/def2-TZVPD.

Last column: natural (NBO) charge in e.
Element x y z (Å)
C -2.067 0.846 -0.968  -0.4070
N -1.256 0.683 0.238  -0.5313
N 0.340 0.628 -0.071  -0.2630
C 1.167 1.597 0.639  -0.4153
C 0.613 -0.807 0.066  0.3167
N 1.639 -1.126 1.013  -0.8615
N 0.980 -1.323 -1.237  -0.8551
C -0.774 -1.298 0.545  0.2458
N -1.500 -2.121 0.977  -0.4180
H -1.761 1.742 -1.513  0.1920
H -3.131 0.915 -0.733  0.2115
H -1.908 0.003 -1.644  0.1834
H -1.813 0.629 1.093  0.4101
H 0.790 2.600 0.424  0.2144
H 1.168 1.429 1.719  0.1813
H 2.195 1.480 0.280  0.2234
H 1.372 -1.308 1.975  0.3907
H 2.438 -1.646 0.670  0.4015
H 0.616 -2.246 -1.459  0.3878
H 0.891 -0.676 -2.014  0.3925

Results
**LUMO energy**: 0.95 eV
**Molar mass**: 129.2 g mol⁻¹
**Orbital gap**: 9.34 eV
**ΔE to the lowest compared entry with this formula, charge and spin**: 3.193 eV
**Structure (SMILES)**: CNN(C)C(N)(N)C#N
**HOMO**: -8.39 eV
**Charge**: 0
**Multiplicity**: 1



2.
Here is 2 unconnected molecules or ions with the total composition C4H11N5 in a non-equilibrium geometry from the OMol25 dataset. Energies are from ωB97M-V/def2-TZVPD.

Last column: natural (NBO) charge in e.
Element x y z (Å)
C -0.923 2.875 0.501  0.1764
C -1.454 0.666 0.011  0.7110
C 1.634 -0.219 -0.174  0.6901
C -2.794 -1.401 -0.571  -0.4469
N -0.788 1.671 0.204  -0.4934
N 2.377 0.887 -0.279  -0.7377
N 1.434 -1.109 -1.166  -0.8105
N -1.821 -0.422 -0.308  -0.2374
N 0.873 -0.377 0.878  -0.7682
H -0.061 3.550 0.542  0.2306
H -1.989 3.225 0.821  0.2365
H -2.588 -1.699 -1.710  0.2765
H -2.467 -2.347 -0.136  0.2754
H -3.685 -0.847 -0.377  0.2682
H 3.056 1.078 -1.063  0.4579
H 2.030 1.718 0.089  0.4108
H 1.404 -0.941 -2.177  0.4526
H 1.467 -2.165 -0.978  0.4465
H 0.675 -1.322 1.137  0.4290
H 1.170 0.105 1.796  0.4326

Results
**LUMO energy**: -9.08 eV
**Molar mass**: 129.2 g mol⁻¹
**Orbital gap**: 9.61 eV
**ΔE to the lowest compared entry with this formula, charge and spin**: 1.656 eV
**HOMO**: -18.69 eV
**Charge**: +2
**Multiplicity**: 1



3.
Here is C4H11N5O3S in the gas phase in a non-equilibrium geometry from the OMol25 dataset. Energies are from ωB97M-V/def2-TZVPD.

Last column: natural (NBO) charge in e.
Element x y z (Å)
C -0.544 -1.604 0.549  -0.1586
C -1.020 -0.545 1.198  -0.0350
C 0.683 -1.481 -0.462  0.0785
C 0.337 1.027 -0.007  0.5198
N 1.186 -0.098 -0.271  -0.6632
N 0.256 -1.840 -1.760  -0.8159
N -0.195 1.472 -1.225  -0.8305
N 1.257 2.038 0.602  -0.8163
N -0.636 0.721 1.003  -0.4988
O -3.545 -1.697 1.768  -0.9672
O -3.452 0.741 1.940  -0.9584
O -2.659 -0.627 3.825  -0.8781
S -2.884 -0.545 2.227  2.1553
H -0.918 -2.555 0.729  0.1984
H 1.456 -2.239 -0.190  0.2026
H 2.042 0.233 -0.798  0.3955
H -0.206 -2.735 -1.792  0.3671
H -0.464 -1.274 -2.122  0.3450
H -0.620 0.748 -1.624  0.3538
H -0.756 2.339 -1.141  0.3702
H 2.099 2.250 -0.043  0.3808
H 0.555 2.827 0.614  0.3467
H -0.643 1.211 1.850  0.4164
H -2.349 -1.481 4.031  0.4919

Results
**LUMO energy (alpha / beta)**: 0.47 / -2.28 eV
**Molar mass**: 209.2 g mol⁻¹
**Orbital gap (alpha / beta)**: 5.38 / 7.32 eV
**HOMO (alpha / beta)**: -4.91 / -9.61 eV
**Charge**: 0
**Multiplicity**: 3
**Expectation value of S²**: 2.0099